Here is a structure of composition C36H48N3O2P2Rb from the Open Molecules 2025 dataset. Energies are from ωB97M-V with the def2-TZVPD basis set.

```
! wB97M-V def2-TZVPD RIJCOSX def2/J DEFGRID3
* xyz 0 1
Rb 0.05831 -0.24044 -0.53920
C -3.14777 0.53984 1.65166
C -3.68781 1.53456 0.61765
C -4.78514 2.38215 1.26658
P -2.20772 2.20926 -0.30878
C -2.87063 3.38655 -1.59240
C -1.75692 3.53899 -2.63908
C -3.33652 4.76848 -1.14508
C -1.28331 3.28966 0.83553
C -1.95154 4.13891 1.72754
C -1.28654 5.00226 2.57711
C 0.10657 5.03543 2.52455
C 0.79419 4.22668 1.64878
C 0.14346 3.31648 0.77463
N 0.86503 2.48450 -0.03623
C 1.95097 2.98551 -0.69286
C 1.94959 4.31178 -1.21003
C 2.96669 4.80061 -1.99601
C 4.06866 4.00714 -2.31296
C 4.12407 2.73094 -1.78945
C 3.11288 2.19992 -0.97806
P 3.28175 0.56893 -0.18253
C 4.25891 -0.52376 -1.35824
C 3.52446 -0.51690 -2.70078
C 5.77420 -0.39966 -1.52399
C 4.42089 0.88238 1.25549
C 5.51717 1.91987 1.03228
C 3.55361 1.26996 2.45631
H -3.96844 0.01555 2.14851
H -2.57693 1.07101 2.41724
H -2.49882 -0.21614 1.20379
H -4.16943 0.95676 -0.18312
H -4.45486 2.79844 2.21805
H -5.64410 1.74009 1.48293
H -5.13445 3.19692 0.63516
H -3.70902 2.85098 -2.05445
H -0.88400 4.03078 -2.20237
H -2.10344 4.14745 -3.47796
H -1.42631 2.57269 -3.02174
H -2.54060 5.29171 -0.61468
H -4.21149 4.73505 -0.49770
H -3.59931 5.36698 -2.02229
H -3.03152 4.14405 1.72770
H -1.83548 5.64490 3.25298
H 0.66458 5.69896 3.17541
H 1.87676 4.26978 1.62180
H 1.09807 4.94499 -0.99206
H 2.89347 5.81283 -2.37769
H 4.86596 4.38355 -2.94059
H 4.99174 2.12260 -2.00535
H 4.08593 -1.50867 -0.90656
H 3.62851 0.44183 -3.20752
H 2.45650 -0.68110 -2.52899
H 3.88326 -1.30964 -3.36081
H 6.07990 0.51317 -2.03424
H 6.14144 -1.23896 -2.12181
H 6.28838 -0.42722 -0.56275
H 4.88351 -0.09239 1.45450
H 5.08333 2.90602 0.85972
H 6.14449 1.68224 0.17408
H 6.15969 1.97954 1.91554
H 2.97801 2.17438 2.24128
H 4.17482 1.46671 3.33404
H 2.84112 0.48184 2.70401
O -5.30966 -5.86361 0.91778
C -5.65078 -4.61186 0.35326
C -4.39676 -3.86418 -0.00768
C -4.48400 -2.63427 -0.65139
C -3.31165 -1.96220 -0.94556
N -2.09863 -2.42584 -0.65283
C -2.01556 -3.60763 -0.04098
C -3.13982 -4.35184 0.29694
C -0.63994 -4.08805 0.27804
C -0.33530 -5.43930 0.33719
C 0.96633 -5.83983 0.60830
C 1.32657 -7.30568 0.63472
O 0.27585 -8.13551 1.09408
C 1.92050 -4.85630 0.81445
C 1.52200 -3.52768 0.74330
N 0.28252 -3.14332 0.48541
H -6.11602 -6.31801 1.17729
H -6.22776 -4.00484 1.05943
H -6.25764 -4.73499 -0.55001
H -5.44010 -2.19900 -0.91434
H -3.34387 -0.99286 -1.43445
H -3.04412 -5.29572 0.81392
H -1.09614 -6.18685 0.15491
H 2.23860 -7.44872 1.22162
H 1.54014 -7.63914 -0.38204
H 0.09719 -7.92448 2.01650
H 2.95189 -5.10365 1.03131
H 2.24357 -2.73188 0.90752
*
```

The energy above the lowest of the compared OMol25 structures with the same formula, charge and spin comes out at 27.0 kJ/mol.

Electronic structure analysis, Löwdin charges in units of e:
1 Rb 0.652
2 C -0.139
3 C -0.563
4 C -0.116
5 P 1.002
6 C -0.551
7 C -0.134
8 C -0.115
9 C -0.309
10 C -0.125
11 C -0.111
12 C -0.096
13 C -0.049
14 C -0.343
15 N -0.073
16 C -0.342
17 C -0.047
18 C -0.098
19 C -0.113
20 C -0.132
21 C -0.320
22 P 0.994
23 C -0.563
24 C -0.130
25 C -0.117
26 C -0.560
27 C -0.115
28 C -0.130
29 H 0.079
30 H 0.080
31 H 0.029
32 H 0.077
33 H 0.067
34 H 0.075
35 H 0.057
36 H 0.101
37 H 0.065
38 H 0.075
39 H 0.061
40 H 0.074
41 H 0.054
42 H 0.075
43 H 0.076
44 H 0.091
45 H 0.099
46 H 0.105
47 H 0.105
48 H 0.099
49 H 0.091
50 H 0.076
51 H 0.081
52 H 0.072
53 H 0.042
54 H 0.078
55 H 0.060
56 H 0.076
57 H 0.063
58 H 0.099
59 H 0.079
60 H 0.054
61 H 0.077
62 H 0.061
63 H 0.075
64 H 0.064
65 O -0.054
66 C -0.206
67 C -0.175
68 C -0.006
69 C -0.137
70 N 0.062
71 C -0.205
72 C 0.049
73 C -0.206
74 C 0.043
75 C -0.182
76 C -0.208
77 O -0.052
78 C -0.006
79 C -0.124
80 N 0.064
81 H 0.094
82 H 0.132
83 H 0.130
84 H 0.121
85 H 0.105
86 H 0.117
87 H 0.124
88 H 0.122
89 H 0.134
90 H 0.097
91 H 0.116
92 H 0.103